{
  "formula": "CH5BOS",
  "method": "wB97M-V/def2-TZVPD",
  "lumo_ev": -0.432,
  "homo_ev": -9.2,
  "fmax_ha_per_bohr": 0.0786,
  "molar_mass_da": 75.9,
  "energy_ev": -14674.68378,
  "species": ["B", "C", "O", "S", "H", "H", "H", "H", "H"],
  "coordinates": [[-0.71046, -0.36305, -0.01071], [0.93417, -0.92692, 0.08830], [-0.55929, 1.26570, -0.04812], [2.17864, 0.08584, 0.06351], [-1.04284, -0.69053, -1.24947], [1.22728, -1.90362, -0.13277], [-1.96739, -0.27241, 0.44712], [-0.65279, 1.55749, 0.90078], [0.59269, 1.24750, -0.05864]]
}



{
  "formula": "C8H13N2OS",
  "method": "wB97M-V/def2-TZVPD",
  "lumo_ev": -2.812,
  "total_charge": 1,
  "homo_ev": -12.6,
  "fmax_ha_per_bohr": 0.1056,
  "smiles": "C[C@@]1(c2[nH]c(O)c[nH+]2)CCCS1",
  "molar_mass_da": 185.3,
  "energy_ev": -24362.95021,
  "species": ["C", "C", "C", "C", "C", "C", "C", "C", "N", "N", "O", "S", "H", "H", "H", "H", "H", "H", "H", "H", "H", "H", "H", "H", "H"],
  "coordinates": [[-0.58392, -1.32800, -2.66564], [0.48453, -1.90502, -2.06163], [-0.46221, -0.53384, -0.63733], [1.56548, 1.42233, 0.99575], [0.04039, 1.62685, 0.61102], [1.53914, 0.75807, 2.37613], [-0.66242, 0.22243, 0.63893], [-2.16735, 0.35030, 0.98650], [0.55079, -1.36763, -0.83090], [-1.16516, -0.43070, -1.78223], [1.45195, -2.76990, -2.39801], [0.16032, -0.54570, 2.13697], [-0.93675, -1.61933, -3.66361], [2.00778, 0.75623, 0.28721], [2.14703, 2.42778, 1.18590], [-0.36667, 2.32618, 1.32956], [0.10075, 2.16744, -0.40862], [2.40884, 0.43818, 2.91837], [0.83236, 1.41028, 3.00503], [-2.23995, 0.99475, 1.88315], [-2.53959, -0.67340, 1.13803], [-2.85798, 0.80216, 0.17778], [1.15938, -1.55588, 0.02625], [-1.93173, 0.09989, -1.92347], [1.46499, -3.07347, -3.32515]]
}



{
  "formula": "C7H14N3O",
  "method": "wB97M-V/def2-TZVPD",
  "multiplicity": 3,
  "lumo_ev": [-2.706, -6.781],
  "total_charge": 1,
  "homo_ev": [-9.8, -14.2],
  "fmax_ha_per_bohr": 0.1087,
  "molar_mass_da": 156.2,
  "s2": 2.008,
  "energy_ev": -13992.66880,
  "species": ["C", "C", "C", "C", "C", "C", "C", "N", "N", "N", "O", "H", "H", "H", "H", "H", "H", "H", "H", "H", "H", "H", "H", "H", "H"],
  "coordinates": [[-1.97340, -1.27472, 0.55535], [-0.63857, -1.03058, 0.71449], [-2.80289, -0.42386, -0.20059], [-1.59063, 1.67068, -0.26098], [1.82994, 1.35830, -0.43098], [2.36762, -1.01673, -0.24107], [1.44113, 0.08320, 0.38987], [-2.27892, 0.71593, -0.72495], [-4.09433, -0.76050, -0.33108], [0.08970, -0.15779, 0.02477], [-1.40353, 2.19005, 0.89520], [-2.38768, -2.03351, 1.05341], [-0.26500, -1.70439, 1.49319], [-0.94902, 2.37017, -0.85748], [1.69800, 1.25585, -1.45214], [1.35794, 2.28918, -0.06133], [2.92518, 1.68910, -0.31669], [2.16338, -2.05983, 0.03817], [3.43528, -0.94120, 0.10989], [2.16692, -1.10463, -1.35089], [1.69598, 0.31951, 1.35496], [-4.39502, -1.71799, -0.23994], [-4.48614, -0.13090, -1.01738], [-0.10109, 0.28153, -0.83102], [-2.16939, 2.02082, 1.48926]]
}



{
  "formula": "C2H2NO2S5",
  "method": "wB97M-V/def2-TZVPD",
  "lumo_ev": 2.954,
  "total_charge": -1,
  "homo_ev": -4.7,
  "fmax_ha_per_bohr": 0.0912,
  "molar_mass_da": 232.4,
  "energy_ev": -61868.27646,
  "species": ["C", "C", "N", "O", "O", "S", "S", "S", "S", "S", "H", "H"],
  "coordinates": [[1.49183, 1.85907, -0.34224], [-2.39101, -0.55313, -0.13751], [2.03393, 0.80408, -0.24028], [1.55142, -1.59387, -0.63114], [3.71500, -1.07205, 0.51273], [-0.84257, -0.57992, 0.48881], [-3.11832, -1.49396, -1.23556], [0.87246, 3.28263, -0.26189], [-3.46363, 0.54185, 0.67114], [2.28806, -0.82358, 0.52073], [-2.61633, 1.12712, 1.31462], [0.47915, -1.49822, -0.65940]]
}



{
  "formula": "C7H15N2O",
  "method": "wB97M-V/def2-TZVPD",
  "lumo_ev": -5.214,
  "total_charge": 1,
  "homo_ev": -13.2,
  "fmax_ha_per_bohr": 0.0677,
  "molar_mass_da": 143.2,
  "energy_ev": -12518.36960,
  "species": ["C", "C", "C", "C", "C", "C", "C", "N", "N", "O", "H", "H", "H", "H", "H", "H", "H", "H", "H", "H", "H", "H", "H", "H", "H"],
  "coordinates": [[-1.20322, 0.95784, -1.18280], [-2.51137, 1.10698, -0.98221], [-0.38410, 0.05862, -0.40901], [2.12056, 0.11564, -0.01219], [0.50203, 1.56864, 1.31118], [-0.59058, -1.31582, -0.83159], [0.66030, 0.23723, 0.60541], [-2.20722, 0.49331, 1.10350], [0.10649, -2.39153, -0.16506], [-3.16471, 0.64925, 0.11980], [-0.77246, 1.77763, -1.73885], [-3.26214, 1.38325, -1.72692], [2.08462, -0.84574, -0.55606], [2.86955, 0.13567, 0.83595], [2.29523, 1.02253, -0.47947], [1.33908, 1.79489, 2.02568], [-0.44978, 1.74791, 1.81580], [0.58187, 2.39610, 0.54215], [-0.33098, -1.29388, -1.95107], [-1.71065, -1.51694, -0.85830], [0.48215, -0.52561, 1.41432], [-2.65347, -0.14475, 1.77811], [0.73875, -2.74985, -0.83771], [-2.05133, 1.46956, 1.52416], [-0.15762, -2.92639, 0.64899]]
}



{
  "formula": "C4H8NO2",
  "method": "wB97M-V/def2-TZVPD",
  "lumo_ev": -4.564,
  "total_charge": 1,
  "homo_ev": -13.4,
  "fmax_ha_per_bohr": 0.1051,
  "molar_mass_da": 102.1,
  "energy_ev": -9851.75665,
  "species": ["C", "C", "C", "C", "N", "O", "O", "H", "H", "H", "H", "H", "H", "H", "H"],
  "coordinates": [[0.06556, -0.35381, 1.89334], [0.73392, 0.09610, 0.81672], [-0.77328, -0.14592, -0.58509], [-0.67663, 0.09824, -2.04508], [1.80773, 0.57726, 0.19886], [0.73421, -0.41067, 3.06964], [-1.87691, -0.32643, -0.01352], [-0.96124, -0.51381, 1.99053], [-0.72218, 1.21988, -2.20920], [-1.56522, -0.37083, -2.47308], [0.18689, -0.51076, -2.46299], [2.00359, -0.00253, -0.59708], [1.96476, 1.54794, -0.03439], [1.66077, -0.41470, 3.15348], [-2.58197, -0.48996, -0.70214]]
}



- Number 3 is which compound?
  C7H14N3O



Please write out number 3 again, unchanged.
{
  "formula": "C7H14N3O",
  "method": "wB97M-V/def2-TZVPD",
  "multiplicity": 3,
  "lumo_ev": [-2.706, -6.781],
  "total_charge": 1,
  "homo_ev": [-9.8, -14.2],
  "fmax_ha_per_bohr": 0.1087,
  "molar_mass_da": 156.2,
  "s2": 2.008,
  "energy_ev": -13992.66880,
  "species": ["C", "C", "C", "C", "C", "C", "C", "N", "N", "N", "O", "H", "H", "H", "H", "H", "H", "H", "H", "H", "H", "H", "H", "H", "H"],
  "coordinates": [[-1.97340, -1.27472, 0.55535], [-0.63857, -1.03058, 0.71449], [-2.80289, -0.42386, -0.20059], [-1.59063, 1.67068, -0.26098], [1.82994, 1.35830, -0.43098], [2.36762, -1.01673, -0.24107], [1.44113, 0.08320, 0.38987], [-2.27892, 0.71593, -0.72495], [-4.09433, -0.76050, -0.33108], [0.08970, -0.15779, 0.02477], [-1.40353, 2.19005, 0.89520], [-2.38768, -2.03351, 1.05341], [-0.26500, -1.70439, 1.49319], [-0.94902, 2.37017, -0.85748], [1.69800, 1.25585, -1.45214], [1.35794, 2.28918, -0.06133], [2.92518, 1.68910, -0.31669], [2.16338, -2.05983, 0.03817], [3.43528, -0.94120, 0.10989], [2.16692, -1.10463, -1.35089], [1.69598, 0.31951, 1.35496], [-4.39502, -1.71799, -0.23994], [-4.48614, -0.13090, -1.01738], [-0.10109, 0.28153, -0.83102], [-2.16939, 2.02082, 1.48926]]
}